Formula: C4H5O2S
Source: the Open Molecules 2025 dataset
Level of theory: ωB97M-V/def2-TZVPD

Computed properties:
relative energy (zero: lowest compared OMol25 entry of this formula, charge and spin)	94.5	kcal per mole
gap between HOMO and LUMO	7.9	eV
LUMO level	3.89	eV
total charge	-1
HOMO level	-0.14634	Ha
multiplicity	1

XYZ file:
```
12
C4H5O2S (ωB97M-V/def2-TZVPD)
S -2.78 -0.47 -0.22
O -1.99 -1.03 0.95
O -3.89 0.40 0.23
C -0.58 1.60 -0.81
C 2.17 -0.54 0.74
C 1.31 -0.57 -0.24
C -1.40 0.72 -0.86
H 2.04 -0.99 1.70
H 0.31 2.05 -0.62
H 3.03 0.08 0.51
H 0.43 -1.09 -0.17
H 1.34 -0.16 -1.21
```

=====

Formula: C20H17N5S5V
Source: the Open Molecules 2025 dataset
Level of theory: ωB97M-V/def2-TZVPD

Computed properties:
relative energy (zero: lowest compared OMol25 entry of this formula, charge and spin)	0.0	kcal per mole
gap between HOMO and LUMO (spin up / spin down)	6.2 / 5.5	eV
LUMO level (spin up / spin down)	-0.65 / -0.87	eV
HOMO level (spin up / spin down)	-0.25091 / -0.23407	Ha
multiplicity	2

XYZ file:
```
48
C20H17N5S5V (ωB97M-V/def2-TZVPD)
V -0.84 -0.44 0.56
S -0.84 -1.23 -2.67
S -2.14 -2.36 0.45
S 1.64 -0.82 0.15
S -1.02 -1.19 2.87
S -1.16 -4.17 2.64
N 1.07 -3.40 0.22
N -2.12 1.33 -3.11
N -1.88 1.32 0.52
N 1.92 -2.62 2.18
N -1.12 -0.04 -1.48
C -0.16 1.45 -6.25
C 1.55 -2.36 0.92
C 1.95 -1.70 4.40
C -2.88 3.22 1.58
C -1.04 1.82 -5.25
C -2.24 2.01 1.63
C 4.12 -0.10 3.78
C -1.22 1.00 -4.15
C -3.17 3.78 0.33
C 2.50 -0.88 5.36
C -0.49 -0.18 -4.04
C -2.20 1.85 -0.70
C 3.58 -0.07 5.05
C 0.43 -0.53 -5.02
C 0.58 0.28 -6.14
C 2.49 -1.72 3.12
C -1.80 1.02 -1.80
C -1.47 -2.65 2.04
C 3.58 -0.93 2.80
C -2.82 3.09 -0.81
H 4.97 0.52 3.53
H 1.02 -1.43 -4.90
H -0.04 2.08 -7.12
H -1.99 1.53 2.57
H -1.60 2.74 -5.33
H 1.28 0.00 -6.91
H 2.08 -0.87 6.36
H -3.14 3.72 2.50
H 1.08 -2.32 4.61
H -3.66 4.75 0.26
H 4.01 0.57 5.81
H 1.47 -3.43 2.59
H -3.03 3.52 -1.78
H -2.63 2.18 -3.25
H 0.62 -3.17 -0.65
H 0.71 -4.20 0.72
H 4.02 -0.97 1.82
```

=====

Formula: C4H5N2
Source: the Open Molecules 2025 dataset
Level of theory: ωB97M-V/def2-TZVPD

Computed properties:
relative energy (zero: lowest compared OMol25 entry of this formula, charge and spin)	170.6	kcal per mole
gap between HOMO and LUMO	9.1	eV
LUMO level	-6.92	eV
total charge	+1
HOMO level	-0.58799	Ha
multiplicity	1

XYZ file:
```
11
C4H5N2 (ωB97M-V/def2-TZVPD)
N -0.41 0.50 0.41
N -1.52 0.12 0.03
C 0.78 -1.15 -1.14
C -0.89 -0.94 0.56
C -0.17 -1.69 -0.47
C 0.57 1.53 0.05
H 0.08 2.29 -0.66
H 0.20 -2.74 -0.60
H -1.02 -1.18 1.61
H 1.04 1.97 0.89
H 1.33 1.30 -0.69
```

=====

Formula: C2H4Cl2O3S2
Source: the Open Molecules 2025 dataset
Level of theory: ωB97M-V/def2-TZVPD

Computed properties:
relative energy (zero: lowest compared OMol25 entry of this formula, charge and spin)	0.0	kcal per mole
gap between HOMO and LUMO	9.7	eV
LUMO level	-0.02	eV
HOMO level	-0.35664	Ha
multiplicity	1

XYZ file:
```
13
C2H4Cl2O3S2 (ωB97M-V/def2-TZVPD)
Cl 1.90 -1.16 -1.20
Cl 1.79 2.56 -0.47
S -0.23 -1.20 0.72
S 1.64 0.92 0.88
O 0.01 0.64 -1.37
O 0.10 -0.50 1.95
O 2.85 0.18 0.87
C 0.73 -0.02 -0.46
C -1.99 -0.69 0.26
H -2.62 -1.55 0.58
H -2.43 0.09 0.94
H 0.34 1.30 -1.86
H -2.08 -0.57 -0.85
```

=====

M, record by record: 117.15 538.67 81.10 211.09 g/mol
Calculated total energy, record by record: -703.98642 -3981.13760 -264.34348 -2020.98170 hartree